1.
{
  "formula": "C5H10O",
  "method": "ωB97M-V with the def2-TZVPD basis set",
  "smiles": "CC[C@@H](C)C=O",
  "e_homo_ev": -9.68,
  "gap_ev": 10.68,
  "charge": 0,
  "spin_multiplicity": 1,
  "symbols": ["H", "H", "H", "C", "H", "H", "H", "O", "H", "C", "C", "C", "H", "H", "C", "H"],
  "positions_angstrom": [[-2.706, -0.206, -0.356], [0.731, -0.069, 1.465], [2.848, -0.717, 0.331], [-1.851, -0.513, 0.257], [-1.831, -1.607, 0.278], [2.225, 0.776, -0.407], [-1.452, 2.027, 0.208], [0.317, 2.272, -0.720], [-0.437, -0.248, -1.349], [0.692, -0.509, 0.459], [2.026, -0.288, -0.253], [-0.538, 0.043, -0.294], [-2.036, -0.169, 1.283], [0.538, -1.586, 0.605], [-0.556, 1.565, -0.272], [2.030, -0.773, -1.237]],
  "lowdin_charge": [0.08, 0.12, 0.07, -0.09, 0.08, 0.06, 0.13, 0.05, 0.15, -0.23, -0.11, -0.36, 0.08, 0.11, -0.23, 0.08]
}

2.
{
  "formula": "C4H12",
  "method": "ωB97M-V with the def2-TZVPD basis set",
  "smiles": "CC.CC",
  "e_homo_ev": -11.48,
  "gap_ev": 12.60,
  "charge": 0,
  "spin_multiplicity": 1,
  "symbols": ["H", "H", "H", "H", "C", "H", "H", "H", "H", "C", "C", "H", "C", "H", "H", "H"],
  "positions_angstrom": [[-0.556, -0.429, -2.717], [-2.013, 0.355, 1.438], [0.034, 1.259, 2.819], [-0.175, 1.081, -1.981], [-0.483, 0.314, 2.948], [2.336, -0.131, -1.815], [0.227, -0.412, 3.366], [0.010, -0.312, -1.063], [-0.497, -0.473, 0.888], [1.603, -0.108, -2.621], [-1.159, -0.265, 1.724], [-1.230, 0.406, 3.741], [0.175, 0.054, -2.079], [1.705, -0.956, -3.283], [-1.753, -1.172, 1.843], [1.775, 0.790, -3.208]],
  "lowdin_charge": [0.06, 0.06, 0.06, 0.06, -0.17, 0.06, 0.06, 0.03, 0.03, -0.15, -0.18, 0.06, -0.17, 0.06, 0.06, 0.06]
}

3.
{
  "formula": "C17H17NO5S",
  "method": "ωB97M-V with the def2-TZVPD basis set",
  "smiles": "O=C(CS(=O)(=O)Cc1ccccc1)NCc1ccc2c(c1)OCO2",
  "e_homo_ev": -7.90,
  "gap_ev": 8.43,
  "charge": 0,
  "spin_multiplicity": 1,
  "symbols": ["O", "O", "H", "C", "C", "H", "C", "C", "H", "C", "H", "H", "H", "H", "C", "C", "O", "C", "N", "C", "H", "H", "C", "C", "H", "C", "H", "H", "H", "H", "C", "S", "H", "C", "O", "H", "C", "C", "O", "C", "H"],
  "positions_angstrom": [[0.927, -1.853, 3.657], [1.385, -0.140, 5.128], [-1.843, 1.734, 0.381], [-1.051, -0.793, 2.618], [0.963, 0.397, -4.441], [0.527, -0.614, -6.272], [2.027, -0.919, -2.739], [0.008, -0.854, 3.487], [0.557, 1.340, -4.779], [-1.852, 0.353, 2.663], [1.449, -2.770, -5.506], [-0.964, -0.275, -2.379], [-1.249, -1.587, 1.918], [-3.682, 1.254, 1.964], [1.465, -1.912, -4.851], [1.486, 1.459, -2.235], [-2.527, -1.169, -0.581], [2.002, -2.018, -3.578], [-2.397, 0.886, 0.371], [0.947, -0.703, -5.282], [-0.283, 2.106, 5.129], [2.403, -2.961, -3.238], [-1.217, 0.514, -1.678], [-2.110, -0.033, -0.571], [2.439, 1.621, -1.737], [1.507, 0.299, -3.165], [1.830, -2.119, 5.489], [-3.473, -0.459, 1.496], [-2.201, 2.255, 3.564], [2.829, -1.308, 4.235], [1.813, -1.399, 4.655], [0.307, 1.109, -0.870], [2.429, -1.001, -1.741], [-1.573, 1.378, 3.552], [0.842, 0.080, -0.028], [-1.658, 1.372, -2.177], [0.282, 0.183, 4.383], [-0.499, 1.310, 4.438], [-0.022, 2.365, -0.235], [-2.962, 0.493, 1.654], [1.140, 2.378, -2.698]],
  "lowdin_charge": [0.04, 0.03, 0.11, 0.06, -0.05, 0.10, -0.04, -0.19, 0.11, -0.21, 0.10, 0.11, 0.13, 0.12, -0.08, -0.16, 0.08, -0.06, 0.08, -0.08, 0.12, 0.11, -0.10, -0.55, 0.12, -0.30, 0.14, 0.13, 0.11, 0.14, -0.16, 0.69, 0.11, -0.04, -0.28, 0.12, -0.20, 0.01, -0.33, -0.12, 0.11]
}

4.
{
  "formula": "H35O18",
  "method": "ωB97M-V with the def2-TZVPD basis set",
  "e_homo_ev": [-10.22, -10.22],
  "gap_ev": [9.30, 3.50],
  "charge": 0,
  "spin_multiplicity": 2,
  "s2": 0.7574,
  "symbols": ["O", "H", "O", "H", "H", "H", "O", "O", "H", "H", "H", "H", "H", "O", "H", "H", "O", "H", "H", "O", "H", "O", "H", "O", "H", "H", "H", "H", "H", "H", "H", "H", "H", "O", "H", "H", "H", "H", "H", "H", "O", "O", "O", "O", "O", "O", "H", "O", "H", "O", "H", "H", "H"],
  "positions_angstrom": [[2.464, 1.101, -1.193], [-0.106, 0.427, 4.183], [1.121, -1.921, -0.819], [2.664, -3.077, -3.436], [-2.035, 0.781, 4.620], [-1.390, -0.348, -3.549], [-2.174, -1.449, 2.374], [-1.250, -2.115, -0.083], [-2.287, -2.351, 2.756], [-1.593, 2.629, 0.336], [-0.195, -2.717, 0.702], [0.115, -1.947, -0.784], [2.488, 2.215, -3.821], [0.486, 3.102, -1.965], [-1.691, -1.612, 1.543], [-0.466, -2.955, -3.408], [-1.330, 0.915, 1.106], [1.661, -2.434, -2.554], [-1.712, 0.459, 1.892], [1.391, 1.210, 1.096], [1.744, 1.461, -0.728], [-1.539, -0.195, -1.812], [1.562, 4.963, 2.130], [1.456, -2.671, 3.582], [-0.286, -4.130, 1.156], [-2.586, 3.902, -0.295], [-0.659, 0.860, -3.796], [-1.790, -0.066, 3.234], [0.943, -1.896, 3.888], [0.416, 3.742, -1.236], [-1.131, -0.905, -1.332], [-1.415, 0.546, -1.248], [1.318, 0.121, 3.990], [0.252, -3.366, 1.436], [1.377, 3.267, -3.612], [2.164, 0.177, -1.314], [0.481, 5.658, 2.996], [-0.431, 2.925, -2.119], [1.432, -2.850, -0.988], [-1.601, -2.506, -0.859], [-1.782, 3.354, -0.338], [-1.021, 0.118, -4.326], [0.622, -0.020, 4.653], [1.698, -2.922, -3.439], [-1.646, 0.744, 3.741], [2.140, 3.069, -4.071], [0.975, 0.502, 1.575], [-1.178, -3.416, -2.990], [1.025, -2.866, 2.750], [1.283, 5.832, 2.477], [-0.882, 0.212, 0.596], [2.116, 0.756, 0.591], [-1.216, -4.315, -3.290]],
  "lowdin_charge": [-0.04, -0.03, -0.08, 0.06, 0.09, -0.01, -0.05, -0.01, 0.11, 0.04, 0.04, -0.02, 0.02, -0.04, 0.01, 0.00, -0.05, 0.02, 0.02, -0.06, -0.04, 0.04, 0.04, -0.07, 0.09, 0.06, 0.03, -0.01, 0.00, 0.07, -0.02, 0.04, 0.04, -0.04, -0.07, 0.04, 0.04, 0.02, 0.09, 0.05, -0.09, -0.08, -0.07, -0.08, -0.05, -0.04, 0.01, -0.02, -0.06, -0.07, 0.03, 0.05, 0.05]
}

Maximum force across the listed records, respectively: 0.58, 1.58, 1.27, 4.27 eV Å⁻¹.